[1]
Below is C34H59NNbO17 as an isolated structure at a distorted geometry, with properties calculated with the ωB97M-V functional and the def2-TZVPD basis.

Values from the calculation:
Net charge: -1
Orbital gap, eV: 8.124

Cartesian coordinates (Å):
N (0.23922, -1.73418, 3.42020)
C (0.18896, -0.88033, 2.64518)
O (0.01001, 0.04728, 1.78241)
Nb (0.02638, 1.97210, 2.58595)
C (-0.05623, 3.85550, 3.81570)
C (0.49168, 5.00587, 3.06603)
O (-0.07618, 5.61397, 2.19551)
O (1.75642, 5.39040, 3.40461)
O (-1.17356, 2.79890, 1.15652)
C (-2.32874, 2.32526, 0.70836)
O (-2.46824, 1.86495, -0.39971)
C (-3.47415, 2.47337, 1.64522)
C (-3.57065, 3.58163, 2.48264)
C (-4.64796, 3.70103, 3.34860)
C (-5.62075, 2.70761, 3.39246)
C (-5.52361, 1.60186, 2.55379)
C (-4.45739, 1.48551, 1.67535)
H (-1.26248, 1.44189, 3.77279)
H (1.17642, 1.37367, 3.82120)
H (1.57051, 2.58037, 1.77132)
H (0.51926, 3.66586, 4.71804)
H (-1.08982, 4.05394, 4.08290)
H (2.08949, 4.79103, 4.08014)
H (-2.79123, 4.33027, 2.44987)
H (-4.71384, 4.56465, 3.99335)
H (-6.44539, 2.78785, 4.08468)
H (-6.26892, 0.82183, 2.59282)
H (-4.35395, 0.63975, 1.01301)
O (-8.14290, 1.99463, -4.28412)
C (-6.94627, 2.12179, -4.18183)
O (-6.43807, 2.33348, -2.96246)
C (-5.02216, 2.31025, -2.69259)
C (-4.37096, 3.64833, -2.94050)
C (-6.04360, 2.12103, -5.39440)
H (-4.54344, 1.50840, -3.25467)
H (-4.93932, 2.04959, -1.64010)
H (-4.43363, 3.94051, -3.98729)
H (-3.31959, 3.59718, -2.65474)
H (-4.85892, 4.41459, -2.33681)
H (-5.98587, 3.12856, -5.79975)
H (-6.49779, 1.46655, -6.13425)
H (-5.03445, 1.77195, -5.19722)
O (3.66387, -0.84948, 4.15309)
C (3.80459, -1.80347, 3.44492)
O (4.14097, -2.98674, 4.01112)
C (4.18171, -4.20962, 3.26892)
C (5.52463, -4.38222, 2.59471)
C (3.68568, -1.70073, 1.93977)
H (3.34971, -4.27121, 2.56763)
H (4.02283, -4.98947, 4.01225)
H (5.69783, -3.58937, 1.86549)
H (5.59683, -5.33926, 2.07616)
H (6.32194, -4.32488, 3.33613)
H (4.65592, -1.41914, 1.53019)
H (2.97408, -0.90845, 1.72427)
H (3.34807, -2.61073, 1.45189)
O (6.54036, -7.59597, 0.20159)
C (7.49155, -7.96487, 0.83499)
O (8.02316, -7.12861, 1.74296)
C (9.02150, -7.52973, 2.68831)
C (10.42146, -7.42256, 2.12381)
C (8.14694, -9.30629, 0.58574)
H (8.80385, -8.52939, 3.06873)
H (8.90980, -6.83605, 3.51863)
H (10.56923, -8.09383, 1.27618)
H (11.15712, -7.66909, 2.88962)
H (10.60130, -6.40376, 1.78443)
H (8.88512, -9.18561, -0.20637)
H (7.37884, -9.99323, 0.24241)
H (8.63314, -9.73519, 1.45782)
O (9.88575, -4.26608, 3.46132)
C (9.67118, -3.08216, 3.47608)
O (8.45661, -2.65931, 3.84680)
C (8.12217, -1.28413, 4.08449)
C (7.71149, -0.56944, 2.81626)
C (10.70037, -2.07615, 3.01073)
H (8.93807, -0.77675, 4.60119)
H (7.28228, -1.33009, 4.77474)
H (8.52876, -0.52094, 2.09542)
H (7.39155, 0.44667, 3.04464)
H (6.88114, -1.09621, 2.34782)
H (10.59460, -1.95262, 1.93344)
H (11.68544, -2.48397, 3.21883)
H (10.61919, -1.10227, 3.48606)
O (-3.82769, 4.28752, -6.05579)
C (-2.90746, 5.03525, -6.24843)
O (-3.14171, 6.35989, -6.17748)
C (-2.08977, 7.33022, -6.18372)
C (-1.67246, 7.71654, -7.58715)
C (-1.53285, 4.53277, -6.62228)
H (-1.24683, 6.98455, -5.58539)
H (-2.51412, 8.18805, -5.66585)
H (-1.25381, 6.86908, -8.12987)
H (-0.92075, 8.50529, -7.55193)
H (-2.53416, 8.07943, -8.14678)
H (-1.49171, 4.41813, -7.70522)
H (-1.40053, 3.55700, -6.16420)
H (-0.71768, 5.17608, -6.30320)
O (-10.97664, -3.57861, -1.03162)
C (-11.18064, -2.61289, -1.71610)
O (-10.16998, -2.11329, -2.44849)
C (-10.36833, -1.09608, -3.44299)
C (-10.33998, 0.30502, -2.87823)
C (-12.52109, -1.90830, -1.71692)
H (-11.28572, -1.29508, -3.99969)
H (-9.54104, -1.23419, -4.13642)
H (-11.15585, 0.46743, -2.17108)
H (-10.42298, 1.03271, -3.68210)
H (-9.40258, 0.48900, -2.35830)
H (-12.52270, -1.17576, -0.91076)
H (-13.28662, -2.65156, -1.51304)
H (-12.76316, -1.40451, -2.64832)



[2]
Below is a 5-piece molecular cluster, C34H60BN3O20PS2 overall at a distorted geometry, with properties calculated with the ωB97M-V functional and the def2-TZVPD basis.

Values from the calculation:
Net charge: -1
Orbital gap, eV: 7.295

Cartesian coordinates (Å):
C (0.22601, 0.23870, 1.38531)
C (-1.29471, 0.44658, 1.41362)
O (-1.72677, 0.51172, 2.77905)
C (-1.61291, 1.76841, 0.70928)
O (-2.86343, 1.67403, 0.08307)
C (-3.19174, 2.73669, -0.77585)
C (-3.04855, 4.12764, -0.15581)
C (-3.32259, 5.24143, -1.13966)
S (-2.55900, 6.78616, -0.49838)
C (-2.67833, 7.75100, -1.94140)
N (-1.75946, 8.39382, -2.58651)
N (-2.40205, 8.99150, -3.67008)
C (-3.64449, 8.64550, -3.58923)
O (-3.90707, 7.86574, -2.51264)
O (-2.32024, 2.75080, -1.86862)
B (-2.96258, 1.88739, -2.89041)
C (-2.29488, 1.90596, -4.37739)
P (-0.52393, 1.84136, -4.36650)
O (0.03866, 0.48251, -4.29729)
O (-0.01622, 2.60536, -5.70729)
O (0.08792, 2.71069, -3.18218)
O (-4.37358, 2.32222, -2.78414)
C (-4.62760, 2.37627, -1.39227)
C (-5.15296, 0.98924, -0.98144)
C (-6.36428, 0.53328, -1.79122)
C (-7.72344, 0.78984, -1.13422)
S (-7.97079, -0.06234, 0.44878)
C (-5.72457, 3.37395, -1.09917)
C (-6.39029, 3.96490, -2.17301)
C (-7.38965, 4.88842, -1.89578)
C (-7.65236, 5.15622, -0.55854)
C (-6.95807, 4.49659, 0.44105)
N (-5.99661, 3.60626, 0.18360)
H (0.56994, -0.19526, 2.31978)
H (0.75320, 1.18599, 1.27302)
H (0.54544, -0.38865, 0.55803)
H (-1.79094, -0.36859, 0.90226)
H (-1.19824, 1.20336, 3.18429)
H (-0.80948, 2.00140, 0.01211)
H (-1.63135, 2.53699, 1.49155)
H (-2.06054, 4.26802, 0.27650)
H (-3.74950, 4.20584, 0.67632)
H (-4.38108, 5.44829, -1.23758)
H (-2.90302, 5.05858, -2.12048)
H (-4.43234, 8.90312, -4.26800)
H (-2.90063, 0.71002, -2.50588)
H (-2.61607, 1.00668, -4.89450)
H (-2.66756, 2.75393, -4.96242)
H (-0.30758, 2.08401, -6.46164)
H (-0.46301, 3.48105, -2.98632)
H (-4.37902, 0.24037, -1.05206)
H (-5.43687, 1.00293, 0.07167)
H (-6.38929, 0.95883, -2.79185)
H (-6.28016, -0.54435, -1.92352)
H (-8.49329, 0.38028, -1.78517)
H (-7.93881, 1.85076, -1.05309)
H (-7.63269, 0.92199, 1.29082)
H (-6.13170, 3.70708, -3.18360)
H (-7.92258, 5.39531, -2.68447)
H (-8.41896, 5.86834, -0.28680)
H (-7.19291, 4.72078, 1.47094)
C (3.72163, -2.33734, -2.18820)
C (3.98802, -3.82088, -2.31032)
O (4.99972, -4.27238, -1.39009)
C (4.61539, -4.38518, -0.12349)
O (3.51418, -4.18625, 0.31430)
O (5.67374, -4.78076, 0.59460)
C (5.42309, -4.87577, 1.99683)
H (4.64791, -1.77212, -2.30430)
H (3.01282, -2.01532, -2.95135)
H (3.30915, -2.08605, -1.21273)
H (4.38363, -4.04845, -3.29839)
H (3.07911, -4.40693, -2.17524)
H (4.57151, -5.52016, 2.20373)
H (5.25314, -3.88677, 2.41961)
H (6.31492, -5.30779, 2.44318)
C (9.27834, -6.77785, 1.76052)
C (9.56431, -8.24751, 1.54509)
O (10.59220, -8.73658, 2.42329)
C (10.22369, -8.92683, 3.68648)
O (9.12377, -8.75872, 4.14390)
O (11.28931, -9.35461, 4.36808)
C (11.05518, -9.53440, 5.76565)
H (10.19391, -6.19240, 1.66558)
H (8.55404, -6.42112, 1.02770)
H (8.87665, -6.59470, 2.75610)
H (9.94833, -8.40879, 0.53998)
H (8.66521, -8.85323, 1.65647)
H (10.20933, -10.19607, 5.93801)
H (10.88039, -8.57300, 6.24605)
H (11.95639, -9.98336, 6.17304)
C (-3.78780, -0.50394, 4.61672)
C (-4.92201, -0.69367, 3.63706)
O (-5.31203, -2.07698, 3.51831)
C (-6.02352, -2.56693, 4.51972)
O (-6.40533, -1.97482, 5.49731)
O (-6.27234, -3.85771, 4.25940)
C (-6.97822, -4.53487, 5.29529)
H (-2.94210, -1.12861, 4.34006)
H (-3.46910, 0.53419, 4.61668)
H (-4.08667, -0.77700, 5.63037)
H (-4.60003, -0.39833, 2.64055)
H (-5.79167, -0.08977, 3.89675)
H (-7.90303, -4.01753, 5.54238)
H (-6.35400, -4.62493, 6.18367)
H (-7.20824, -5.52621, 4.91427)
C (8.28524, 2.26581, -1.67697)
C (7.30252, 3.32502, -1.22283)
O (6.19176, 3.45114, -2.11582)
C (5.28004, 2.47343, -2.03568)
O (5.31870, 1.54332, -1.27049)
O (4.33605, 2.71605, -2.93132)
C (3.31259, 1.70908, -3.01170)
H (8.61543, 2.46736, -2.69718)
H (9.15614, 2.25110, -1.02070)
H (7.82933, 1.27744, -1.66519)
H (7.78212, 4.30261, -1.22442)
H (6.94460, 3.13221, -0.21118)
H (2.85789, 1.53215, -2.04097)
H (3.73085, 0.78538, -3.40861)
H (2.55345, 2.07137, -3.69423)



[3]
Below is C34H60N2O2SiV as an isolated structure at a distorted geometry, with properties calculated with the ωB97M-V functional and the def2-TZVPD basis.

Values from the calculation:
2S+1: 4
ΔE to the lowest compared entry with this formula, charge and spin, kcal/mol: 10.38
Orbital gap (spin up / spin down), eV: 6.343 / 8.150

Cartesian coordinates (Å):
O (1.37772, 1.96386, -0.35642)
O (-1.55550, 1.33746, -5.23101)
C (0.48106, 3.14781, -0.19716)
C (1.25600, 4.39053, 0.17716)
H (-0.21828, 2.87229, 0.59516)
H (-0.09032, 3.28142, -1.12024)
H (1.77016, 4.27125, 1.14455)
H (0.55459, 5.24268, 0.24310)
H (2.00968, 4.64141, -0.58685)
C (1.75416, 1.64759, -1.73637)
C (1.58862, 2.77258, -2.75127)
H (1.18269, 0.74344, -2.04446)
H (2.81821, 1.37586, -1.67743)
H (0.58154, 2.79586, -3.17831)
H (2.26181, 2.56376, -3.58936)
H (1.84309, 3.76023, -2.34550)
C (-0.97780, 0.04427, -5.05637)
C (-2.89597, 1.43558, -4.75745)
C (0.36626, -0.06812, -5.77413)
H (-1.63987, -0.72875, -5.48705)
H (-0.86213, -0.16714, -3.97401)
H (0.30616, 0.16780, -6.84907)
H (0.72118, -1.10543, -5.71365)
H (1.10118, 0.58374, -5.28476)
C (-3.65258, 2.57137, -5.42639)
H (-2.86312, 1.59590, -3.66315)
H (-3.44291, 0.49682, -4.95835)
H (-3.10583, 3.51126, -5.34003)
H (-4.62255, 2.68206, -4.94104)
H (-3.88572, 2.36602, -6.47522)
H (-2.34303, -1.45785, -0.25506)
N (0.87400, 0.18732, 2.65650)
C (0.15394, -0.69518, 3.37416)
C (-0.26481, -1.89566, 2.82314)
C (0.29013, -2.51460, 1.71560)
C (-0.25345, -0.41169, 4.79186)
H (-0.98215, 0.40114, 4.86941)
H (0.59373, -0.21659, 5.46022)
H (-0.75102, -1.31745, 5.15586)
C (-0.11337, -3.94874, 1.50579)
H (0.71322, -4.65526, 1.68710)
H (-0.54811, -4.12909, 0.51505)
H (-0.89135, -4.15838, 2.25325)
N (1.22544, -1.90197, 0.93443)
C (1.14350, 1.46330, 3.24652)
C (0.10425, 2.41909, 3.29301)
C (-1.30843, 2.12330, 2.82419)
C (0.43695, 3.68739, 3.76091)
H (-0.33217, 4.45456, 3.76893)
C (1.73922, 3.94576, 4.20780)
H (1.98464, 4.94827, 4.54224)
C (2.70764, 2.94698, 4.24418)
H (3.70267, 3.14667, 4.62204)
C (2.41363, 1.66021, 3.80612)
C (3.41308, 0.54927, 3.90984)
C (2.00118, -2.80332, 0.12316)
C (1.54743, -3.08165, -1.17418)
C (0.24936, -2.54115, -1.71391)
C (2.31267, -3.95060, -1.95966)
H (1.95678, -4.17075, -2.95833)
C (3.47841, -4.51445, -1.42072)
H (4.08038, -5.16291, -2.06107)
C (3.86681, -4.28102, -0.10567)
H (4.74176, -4.75885, 0.32848)
C (3.10817, -3.44126, 0.71282)
C (3.46075, -3.23187, 2.15583)
V (1.66116, -0.03159, 0.90148)
H (-1.43655, 2.32584, 1.74339)
H (-2.00727, 2.79394, 3.35647)
H (-1.62844, 1.08117, 3.00678)
H (2.96045, -0.40933, 4.21069)
H (4.15248, 0.80228, 4.68153)
H (3.95892, 0.38947, 2.96644)
H (0.18114, -2.87360, -2.75803)
H (0.18005, -1.43510, -1.70234)
H (-0.64571, -2.94375, -1.20359)
H (3.67626, -2.17659, 2.38672)
H (4.36329, -3.80953, 2.39118)
H (2.67542, -3.57613, 2.84775)
H (-0.97687, -2.47711, 3.41693)
C (-2.64339, -0.46535, -0.55193)
Si (-4.45536, -0.66889, -0.19292)
H (-2.09381, 0.20526, 0.11984)
H (-2.32707, -0.21404, -1.57477)
C (-5.15069, 1.07842, -0.33307)
C (-4.46399, -1.38370, 1.55577)
C (-4.75363, -2.02194, -1.48551)
H (-4.26890, -1.76844, -2.43630)
H (-5.81114, -2.20282, -1.66458)
H (-4.32032, -2.96701, -1.13126)
H (-4.60771, 1.71706, 0.40125)
H (-6.23774, 1.11460, -0.12279)
H (-4.96408, 1.49065, -1.35097)
H (-4.07062, -0.63184, 2.26446)
H (-3.85856, -2.30864, 1.61045)
H (-5.50121, -1.63028, 1.81343)
C (3.70687, -0.02090, 0.49111)
H (3.93560, 1.04061, 0.69982)
H (3.64715, -0.22447, -0.59624)
H (4.45086, -0.68460, 0.95404)



[4]
Below is C34H61N6O3SSi4V as an isolated structure, with properties calculated with the ωB97M-V functional and the def2-TZVPD basis.

Values from the calculation:
2S+1: 4
Net charge: -1
ΔE to the lowest compared entry with this formula, charge and spin, kcal/mol: 20.90
Orbital gap (spin up / spin down), eV: 6.218 / 6.840

Cartesian coordinates (Å):
V (-0.18886, 0.09228, 0.48275)
N (3.79118, 0.54865, 3.06320)
C (4.75831, 0.67144, 1.98107)
C (4.04717, 0.90290, 0.65313)
C (3.53490, 2.33573, 0.45942)
C (2.22864, 2.43209, -0.32236)
N (1.09598, 1.93929, 0.46047)
H (3.20339, 1.36454, 3.18875)
H (4.22220, 0.34063, 3.95270)
H (5.30317, -0.27629, 1.93267)
H (5.50970, 1.46408, 2.13188)
H (3.21376, 0.20699, 0.59558)
H (4.72605, 0.66355, -0.16797)
H (4.29904, 2.91833, -0.06325)
H (3.38691, 2.83331, 1.42616)
H (2.29949, 1.84719, -1.23866)
H (2.07108, 3.47988, -0.60708)
H (0.22249, 2.37629, 0.16378)
H (1.19658, 2.19859, 1.43205)
O (1.28284, 1.51358, 4.65066)
S (0.13584, 1.37656, 3.77579)
O (-0.23876, 2.54331, 3.01635)
N (0.26903, 0.15069, 2.76402)
C (0.87865, -1.00731, 3.22371)
C (1.01212, -1.39989, 4.54273)
C (1.68389, -2.58289, 4.89909)
C (2.22772, -3.40871, 3.96021)
C (2.08757, -3.07306, 2.59298)
C (2.61150, -3.87771, 1.55918)
C (2.43477, -3.50940, 0.25638)
C (1.72245, -2.33481, -0.02133)
N (1.22643, -1.55063, 0.91437)
C (1.40244, -1.89336, 2.22213)
C (-1.23750, 1.01397, 4.85306)
C (-2.43742, 0.59311, 4.30278)
C (-3.50727, 0.30630, 5.13571)
C (-3.37428, 0.44246, 6.51158)
C (-2.17063, 0.86936, 7.05580)
C (-1.09565, 1.15649, 6.22526)
H (0.63674, -0.76988, 5.33350)
H (1.76870, -2.82889, 5.95137)
H (2.75414, -4.31432, 4.23550)
H (3.14798, -4.78358, 1.81849)
H (2.82364, -4.10546, -0.55864)
H (1.54222, -2.01728, -1.04060)
H (-2.52606, 0.49040, 3.23132)
H (-4.44501, -0.02221, 4.70494)
H (-4.21056, 0.21476, 7.16092)
H (-2.06464, 0.97564, 8.12810)
H (-0.14425, 1.48305, 6.62348)
C (-3.96459, 1.10870, 0.88089)
C (-2.73134, 2.02447, 0.84910)
C (-3.13928, 3.35808, 0.21918)
O (-1.65640, 1.48004, 0.15793)
H (-4.76414, 1.55030, 1.48642)
H (-3.72251, 0.13350, 1.29468)
H (-4.34777, 0.95847, -0.13275)
H (-2.46260, 2.25223, 1.89495)
H (-3.97733, 3.81449, 0.75425)
H (-2.29676, 4.04949, 0.23727)
H (-3.42979, 3.19908, -0.82435)
C (-3.32804, -0.24189, -2.75952)
Si (-1.74166, -1.09165, -3.37119)
C (-1.99951, -1.28745, -5.24158)
C (-1.79639, -2.92198, -2.80543)
Si (0.06780, -0.00296, -2.36362)
Si (1.75188, -1.00101, -3.70854)
C (3.48870, -0.49819, -3.13561)
C (1.80450, -2.90334, -3.66899)
C (1.68729, -0.63470, -5.56913)
Si (-0.01520, 2.07088, -3.52317)
C (-0.95652, 2.03712, -5.16952)
C (-0.88426, 3.44438, -2.56441)
C (1.66339, 2.81278, -4.02881)
H (-4.21112, -0.88879, -2.79642)
H (-3.52645, 0.62257, -3.40017)
H (-3.20465, 0.15597, -1.74866)
H (-2.99639, -1.71119, -5.40427)
H (-1.27443, -1.98312, -5.67314)
H (-1.94173, -0.34750, -5.78810)
H (-2.82262, -3.26966, -2.64291)
H (-1.37779, -3.54145, -3.60322)
H (-1.21883, -3.12191, -1.90083)
H (3.67513, -0.89556, -2.13529)
H (3.60812, 0.58683, -3.08916)
H (4.25765, -0.89656, -3.80497)
H (2.14723, -3.29112, -2.70784)
H (2.51036, -3.25230, -4.42943)
H (0.83333, -3.35685, -3.88212)
H (1.79338, 0.42657, -5.79422)
H (0.74149, -0.97137, -6.00459)
H (2.50018, -1.16813, -6.07220)
H (-1.99373, 1.72611, -5.03289)
H (-0.49250, 1.36872, -5.89800)
H (-0.96528, 3.04720, -5.59211)
H (-1.96343, 3.28254, -2.58857)
H (-0.67470, 4.42169, -3.01093)
H (-0.60931, 3.46935, -1.51628)
H (2.23118, 2.15513, -4.68794)
H (2.29929, 3.07126, -3.18439)
H (1.46351, 3.73887, -4.57832)
N (-2.63927, -1.82410, 0.10044)
C (-3.53204, -2.69359, 0.59627)
C (-3.17025, -2.92705, 1.90429)
C (-2.03172, -2.12978, 2.10784)
N (-1.72725, -1.45730, 1.00440)
H (-2.62475, -1.38399, -0.80955)
H (-4.33638, -3.07520, -0.00850)
H (-3.65410, -3.57699, 2.61146)
H (-1.43946, -2.00990, 2.99914)